# C18H36BrN4O

A gas-phase ion, C18H36BrN4O (charge +1) (ωB97M-V with the def2-TZVPD basis set, the OMol25 dataset).

Properties
Strongest force on any atom (eV/A): 0.9
Highest occupied orbital energy (eV): -13.28
Relative energy (zero: lowest compared OMol25 entry of this formula, charge and spin) (kJ/mol): 0.00
Kohn-Sham gap (eV): 8.462
Total charge: +1
E_LUMO (eV): -4.82
SMILES string: CCCCCCCCCCCCCCCc1nnn(Br)[n+]1CCO

Element x y z (Å)
Br (-0.61, -1.72, 4.50)
O (3.60, 0.94, 2.33)
N (-0.91, -0.12, 3.64)
N (-0.04, 0.59, 2.89)
N (-2.08, 0.46, 3.69)
N (-2.02, 1.55, 2.96)
C (-0.95, 3.44, -0.97)
C (1.81, -0.04, -1.17)
C (-4.42, -1.13, -0.78)
C (1.62, 1.00, -2.27)
C (-0.01, -3.45, -1.14)
C (-1.14, 2.35, 0.09)
C (-2.17, -2.32, -0.45)
C (2.40, 1.20, 3.03)
C (-0.37, 2.65, 1.42)
C (1.35, 2.44, -1.72)
C (2.34, -2.48, -0.63)
C (-1.07, -2.42, -1.51)
C (2.22, -1.41, -1.72)
C (-2.93, -0.97, -0.49)
C (1.00, -3.01, -0.07)
C (-0.01, 3.06, -2.13)
C (-0.77, 1.64, 2.43)
C (1.34, 0.18, 2.62)
H (0.21, 3.97, -2.69)
H (-2.20, 2.25, 0.35)
H (0.80, 0.68, -2.91)
H (-0.64, 4.38, -0.51)
H (2.53, 1.02, -2.87)
H (-0.53, 2.39, -2.81)
H (-1.93, 3.62, -1.41)
H (2.11, 2.22, 2.78)
H (1.22, -3.86, 0.58)
H (0.55, -3.76, -2.03)
H (-4.90, -1.74, -0.01)
H (-0.64, -1.44, -1.68)
H (-0.81, 1.38, -0.27)
H (2.58, 0.31, -0.48)
H (-2.90, -3.11, -0.59)
H (2.95, -3.32, -0.96)
H (-2.51, -0.32, -1.26)
H (-0.63, 3.64, 1.77)
H (1.50, -0.72, 3.22)
H (0.57, -2.25, 0.58)
H (-4.92, -0.17, -0.80)
H (-0.51, -4.34, -0.78)
H (0.69, 2.59, 1.21)
H (0.87, -0.13, -0.60)
H (2.89, -2.02, 0.20)
H (3.79, 0.00, 2.33)
H (1.53, -1.73, -2.50)
H (-1.72, -2.43, 0.54)
H (1.48, 2.42, -0.64)
H (-4.57, -1.63, -1.74)
H (3.21, -1.28, -2.16)
H (2.58, 1.15, 4.10)
H (1.43, -0.12, 1.58)
H (-2.83, -0.45, 0.46)
H (2.14, 3.08, -2.10)
H (-1.53, -2.72, -2.45)